Formula: C34H55AlGeN4O4Si
Source: the OMol25 dataset
Level of theory: the ωB97M-V functional and the def2-TZVPD basis

Results
Orbital gap (alpha / beta) ... 8.376 / 6.877 eV
HOMO (alpha / beta) ... -0.4107 / -0.4106 hartree
ΔE to the lowest compared entry with this formula, charge and spin ... 0.119 eV
Calculated total energy ... -4457.4774 Eh
Lowest unoccupied orbital energy (alpha / beta) ... -2.80 / -4.29 eV

The geometry in ORCA input format:
```
! wB97M-V def2-TZVPD RIJCOSX def2/J DEFGRID3
* xyz 1 2
Ge 1.6232 -1.9687 0.8710
Si -2.0825 3.8491 2.4627
Al 0.3026 -0.6011 -1.3441
O 0.0442 -0.9031 -3.1559
O 0.3343 -1.1219 1.8143
O 0.3204 -2.2843 -0.6382
O 1.7723 -0.3562 -0.3633
N 0.1657 1.1619 -2.4437
N 0.3575 3.2963 -1.6024
N -0.3223 0.7435 -4.7189
N -1.5052 -0.2897 -0.7155
C -5.4933 0.4035 -3.0591
C 4.0677 -0.1159 0.3779
C 0.1334 2.5517 -2.6092
C -3.7226 3.3927 3.2501
C -0.4022 2.1126 -4.9472
C -3.5614 0.4257 -1.6358
C -4.7516 -0.1730 -2.0405
C 3.2334 1.1419 -1.5980
C 1.2959 -3.8599 -2.1975
C -1.6370 2.5283 1.2113
C 0.2669 -1.2630 3.2433
C -4.4939 -0.1725 1.1822
C -2.2321 5.4977 1.5882
C 2.3931 1.7148 0.7077
C 1.5434 -0.7279 3.8864
C -0.5919 -0.2472 -5.7602
C 2.8710 0.6110 -0.2194
C 0.0667 -2.7316 3.6070
C 0.1409 -3.6011 -1.2404
C -5.0588 1.5792 -3.6576
C -0.7489 3.9402 3.7760
C -4.6805 -1.9353 2.8030
C -0.0385 0.3559 -3.4645
C -3.6060 -2.5961 2.2236
C -3.8805 2.1839 -3.2389
C -0.9255 -0.4301 3.6883
C -2.9538 -2.0389 1.1353
C 0.1215 -4.6317 -0.1194
C -3.4138 -0.8371 0.6067
C -2.7440 -0.2333 -0.5743
C -5.1146 -0.7179 2.2931
C -1.1941 -3.6050 -1.9708
C -3.1241 1.6057 -2.2324
C -0.1864 2.9949 -3.9698
H -0.2439 4.0539 -4.1740
H -1.5544 -0.7286 -5.5934
H -0.6397 2.3981 -5.9621
H -0.8091 -3.1265 3.0938
H -0.6318 -4.3758 0.6296
H -0.8781 4.8163 4.4161
H -3.5558 3.1142 -3.6868
H -0.7130 2.7683 0.6779
H -1.2780 5.7868 1.1398
H 4.3615 -0.9714 -0.2331
H 3.1966 2.4365 0.8689
H -1.8370 -0.7584 3.1817
H -3.2721 -3.5426 2.6282
H -0.6032 0.2618 -6.7196
H 2.2490 -3.8110 -1.6668
H 4.1546 1.7208 -1.5290
H -4.0155 4.1120 4.0188
H -5.0915 -1.0840 -1.5629
H 2.1060 1.2942 1.6743
H 1.5424 2.2382 0.2732
H -0.0808 -2.8501 4.6823
H -1.0723 -0.5242 4.7662
H 1.4772 -0.7847 4.9738
H -5.9427 -0.1974 2.7556
H -3.6657 2.4066 3.7210
H 1.6977 0.3168 3.6077
H 1.0926 -4.7081 0.3720
H 0.2872 4.2774 -1.8589
H -2.0179 -3.4284 -1.2772
H -1.5095 1.5547 1.6960
H 2.4576 1.7984 -1.9872
H -0.1224 -5.6142 -0.5251
H 0.2436 4.0052 3.3218
H 4.9101 0.5738 0.4300
H -2.2222 2.0863 -1.8729
H 0.9377 -3.3304 3.3238
H -0.7661 3.0577 4.4202
H -2.4321 2.4306 0.4666
H 2.4182 -1.3088 3.5804
H -1.3493 -4.5797 -2.4353
H -2.0845 -2.5143 0.6994
H -0.7549 0.6220 3.4539
H 1.3010 -3.1248 -3.0037
H -6.4161 -0.0610 -3.3799
H -5.1824 -2.3700 3.6578
H -4.5219 3.3646 2.5038
H -1.2191 -2.8476 -2.7552
H 3.8683 -0.4597 1.3955
H -4.8334 0.7702 0.7725
H 0.1893 -1.0023 -5.7647
H 1.2057 -4.8525 -2.6414
H -2.9783 5.4540 0.7901
H -2.5297 6.2909 2.2783
H -5.6499 2.0339 -4.4418
H 3.4087 0.3163 -2.2925
*
```

---

Formula: C29H58Cl10F6O24P
Source: the OMol25 dataset
Level of theory: the ωB97M-V functional and the def2-TZVPD basis

Results
Orbital gap ... 8.465 eV
HOMO ... -0.2353 hartree
Calculated total energy ... -8488.2465 Eh
Lowest unoccupied orbital energy ... 2.06 eV

The geometry in ORCA input format:
```
! wB97M-V def2-TZVPD RIJCOSX def2/J DEFGRID3
* xyz -1 1
Cl -14.7567 -34.7167 -9.9324
Cl -19.2880 -37.3907 -14.2107
Cl -12.0331 -34.1917 -10.7728
Cl -12.0824 -43.4384 -13.9074
Cl -18.3055 -41.8490 -13.0114
Cl -13.7767 -32.5841 -14.5832
Cl -18.1607 -37.8898 -16.9089
Cl -17.9130 -41.0691 -10.1310
Cl -12.2976 -41.8934 -11.4716
Cl -16.2651 -33.0334 -13.1784
P -14.3489 -38.0971 -13.6086
F -15.4282 -39.2400 -13.1993
F -13.1992 -39.2285 -13.8912
F -15.4203 -36.9144 -13.3715
F -14.7525 -38.1861 -15.1793
F -13.2259 -36.9661 -13.9364
F -13.8907 -38.0297 -12.0502
O -9.8878 -38.2773 -16.6065
O -7.8930 -37.2844 -17.0032
O -14.3785 -37.1881 -7.8203
O -12.5927 -39.8822 -18.3971
O -20.6996 -37.7252 -10.7728
O -10.5097 -35.2664 -15.1278
O -9.1651 -34.4514 -16.6716
O -15.7929 -33.6031 -16.9395
O -8.8088 -35.8243 -11.1943
O -19.6118 -35.8672 -10.0440
O -12.3798 -37.6527 -18.6090
O -10.0502 -36.7042 -9.5594
O -15.5756 -41.8324 -16.6745
O -10.0919 -37.4761 -11.6756
O -14.7018 -39.3916 -8.0663
O -9.2805 -33.4317 -14.7208
O -14.4209 -35.1588 -17.8169
O -12.2441 -39.0489 -20.3551
O -18.6018 -37.5439 -11.1184
O -8.8188 -38.7834 -18.3915
O -16.1494 -40.1767 -18.1544
O -15.0409 -42.0285 -18.7136
O -14.6711 -38.5993 -6.0732
O -15.7947 -34.1744 -19.1202
C -9.6314 -34.3297 -15.4267
C -9.2522 -35.6666 -17.3865
C -21.9055 -37.3360 -10.1526
C -14.4374 -39.3769 -9.4630
C -14.2143 -37.7016 -5.0969
C -19.6576 -36.9250 -10.6179
C -8.0230 -38.3821 -19.4927
C -15.3990 -34.2478 -17.8668
C -10.9891 -38.5057 -11.2872
C -12.5112 -39.8358 -16.9804
C -10.0030 -37.7541 -15.2833
C -13.1540 -35.4547 -10.2567
C -8.7715 -38.0692 -17.2920
C -14.6512 -33.7042 -13.5316
C -12.3665 -38.7616 -19.0494
C -8.2481 -34.8473 -10.3351
C -12.0731 -37.8998 -21.1845
C -16.1016 -41.2272 -15.5106
C -12.4523 -41.8183 -13.2104
C -16.6363 -33.0914 -19.4412
C -18.2951 -40.5598 -11.8119
C -13.8000 -35.4101 -16.5680
C -10.9492 -35.4159 -13.7853
C -14.6029 -38.2823 -7.3557
C -14.9503 -41.5965 -20.0660
C -9.6619 -36.6999 -10.6966
C -17.2497 -37.1963 -10.8227
C -17.8037 -37.6531 -15.2160
C -15.6673 -41.2296 -17.8445
H -11.6577 -40.4332 -16.6518
H -16.9396 -36.4710 -11.5733
H -12.9712 -37.2852 -21.1335
H -14.7779 -40.2992 -9.9229
H -6.9717 -38.6382 -19.3643
H -17.6684 -39.7206 -12.1048
H -13.3240 -37.1154 -5.3190
H -16.6580 -38.0971 -10.9683
H -15.4176 -41.4036 -14.6844
H -11.0808 -36.4959 -13.6881
H -16.9092 -33.1235 -20.4902
H -17.2988 -38.5199 -14.8016
H -10.4725 -39.2993 -10.7426
H -22.4062 -36.4637 -10.5699
H -8.0504 -37.3051 -19.6556
H -11.8419 -34.8580 -13.5336
H -17.1377 -36.8111 -15.0568
H -13.4807 -41.6291 -13.4849
H -13.3590 -39.3248 -9.6181
H -19.2528 -40.0437 -11.7848
H -16.2401 -40.1451 -15.5180
H -9.4902 -36.7981 -15.1768
H -11.7717 -41.1097 -13.6611
H -12.8217 -36.0009 -9.3791
H -17.0999 -41.5954 -15.2784
H -13.9809 -38.2814 -4.2024
H -14.9929 -37.0171 -4.7523
H -16.1948 -32.1208 -19.2033
H -13.4198 -40.1468 -16.4770
H -14.8868 -38.5278 -9.9699
H -14.4483 -35.0856 -15.7529
H -13.2547 -36.1855 -11.0568
H -14.0630 -40.9986 -20.2394
H -7.7710 -34.1725 -11.0451
H -11.8681 -38.1978 -10.7288
H -11.1844 -37.3531 -20.8778
H -13.5405 -36.4500 -16.4023
H -8.4216 -36.3613 -17.2633
H -10.1788 -36.1994 -17.1601
H -12.8662 -34.8436 -16.5407
H -17.5558 -33.0761 -18.8504
H -11.0579 -37.5876 -15.0766
H -21.7944 -37.1547 -9.0816
H -14.1614 -33.8746 -12.5790
H -22.5939 -38.1778 -10.2107
H -8.9385 -34.3328 -9.6726
H -9.5612 -38.4427 -14.5630
H -11.9865 -38.2697 -22.2031
H -7.4148 -35.2026 -9.7234
H -15.9223 -41.2007 -20.3676
H -12.2033 -38.8438 -16.6585
H -14.9430 -42.5204 -20.6525
H -14.7734 -34.6760 -14.0027
H -9.3321 -35.4538 -18.4531
H -10.1545 -35.2643 -13.0513
H -11.3220 -38.9779 -12.2098
H -17.0556 -36.8334 -9.8154
H -8.3979 -38.8848 -20.3789
*
```

---

Formula: C2H3N3O2S
Source: the OMol25 dataset
Level of theory: the ωB97M-V functional and the def2-TZVPD basis

Results
Orbital gap ... 8.875 eV
HOMO ... -0.3148 hartree
ΔE to the lowest compared entry with this formula, charge and spin ... 2.442 eV
Calculated total energy ... -790.8481 Eh
Lowest unoccupied orbital energy ... 0.31 eV

The geometry in ORCA input format:
```
! wB97M-V def2-TZVPD RIJCOSX def2/J DEFGRID3
* xyz 0 1
S 2.6121 0.2059 -0.0524
O -0.8671 -0.9869 -0.0002
O -3.1161 -0.4072 -0.0485
N 1.3501 -0.9595 0.0499
N -0.0589 0.9895 0.1901
N -1.4842 1.1888 -0.0231
C -1.8228 -0.0060 -0.1486
C 0.3026 -0.3417 0.0925
H -3.6747 0.4077 0.3776
H 3.5665 -0.8168 0.0539
H 0.6528 1.8238 -0.3851
*
```

---

Formula: C14H21O
Source: the OMol25 dataset
Level of theory: the ωB97M-V functional and the def2-TZVPD basis

Results
Orbital gap ... 9.599 eV
HOMO ... -0.4725 hartree
ΔE to the lowest compared entry with this formula, charge and spin ... 2.599 eV
Calculated total energy ... -620.8749 Eh
Lowest unoccupied orbital energy ... -3.26 eV

The geometry in ORCA input format:
```
! wB97M-V def2-TZVPD RIJCOSX def2/J DEFGRID3
* xyz 1 1
O -1.8701 1.2095 -0.4155
C -3.3387 -0.4009 0.5311
C 3.2506 -0.6492 0.2024
C -0.5192 0.1526 0.0390
C -0.9827 -1.2121 0.3059
C -2.8366 1.0367 0.6300
C -2.2245 -1.2286 1.2208
C 0.5321 0.2794 -1.0561
C 2.2914 -1.4623 -0.6143
C 1.6166 1.4515 -0.9578
C -3.2118 -0.5325 -0.9794
C 1.1892 -1.1112 -1.2035
C 2.6911 0.4786 1.1486
C 2.1740 1.7294 0.4763
C -2.4806 0.4647 -1.4297
H -4.4243 -0.5514 0.7423
H -2.6992 -2.2520 1.4107
H 3.1330 2.3228 0.2880
H -1.9002 -0.7671 2.1267
H -1.2896 -1.5461 -0.6168
H 3.4216 0.6053 1.8392
H 1.3040 2.3413 -1.3286
H 1.6299 2.4351 1.1542
H 3.9214 -0.0731 -0.4621
H 0.5403 -1.7686 -1.7657
H 3.8651 -1.2355 0.7720
H 2.4404 1.1473 -1.6790
H -0.1966 0.7166 0.9123
H 2.6636 -2.5409 -0.8623
H -3.4258 1.9101 0.5825
H -0.1631 -1.7655 0.7307
H -3.5314 -1.2613 -1.6474
H 0.0260 0.4488 -2.0552
H 1.8877 0.0577 1.6656
H -2.4145 1.2607 1.5489
H -2.1424 0.6347 -2.4668
*
```

---

Q: Which value of calculated total energy does entry 1 give?
A: -4457.4774 Eh